Record 1
C44H44N4OP2S4Yb | wB97M-V/def2-TZVPD

```
100
Properties=species:S:1:pos:R:3:mulliken_spin:R:1
Yb 0.27 0.74 -0.22 1.006
S 2.46 0.47 -1.80 0.000
S 2.17 2.60 0.20 0.000
S 0.05 -2.28 0.52 0.000
S 4.53 0.83 0.31 -0.001
P -2.06 -1.29 1.80 0.000
P -0.57 -1.54 -2.11 0.000
O 1.03 -1.19 0.25 -0.003
N -2.37 1.55 -0.90 0.002
N -0.03 2.35 -2.21 -0.001
N 2.48 0.37 2.36 0.000
N -0.92 2.40 1.42 -0.001
C 0.43 -4.10 -2.93 0.000
C -0.71 -1.81 2.95 0.000
C 0.31 -2.51 2.29 0.000
C 1.16 -4.81 -0.33 0.000
C -2.58 -2.61 -3.84 0.000
C 1.40 0.66 2.04 -0.003
C 1.02 -5.33 -2.67 0.000
C 0.59 -3.59 -0.59 0.000
C -3.49 -4.99 2.86 0.000
C -2.65 -3.05 1.70 0.000
C -2.28 -2.02 -2.62 0.000
C -3.89 -2.91 -4.17 0.000
C -4.63 -2.03 -2.06 0.000
C -1.87 4.35 0.21 0.000
C -4.48 1.07 4.16 0.000
C 3.12 1.29 -0.43 0.000
C -2.85 -5.17 0.56 0.000
C -0.12 0.41 -5.65 0.000
C 1.41 -3.00 2.96 0.000
C -3.14 -3.65 2.85 0.000
C -3.35 0.46 3.65 0.000
C -4.92 -2.62 -3.28 0.000
C -5.87 -0.39 2.85 0.000
C 1.92 -0.81 -5.30 0.000
C 1.38 -5.69 -1.39 0.000
C 1.50 -2.78 4.33 0.000
C -5.74 0.65 3.76 0.000
C -1.11 3.33 -2.09 -0.001
C -4.74 -1.00 2.35 0.000
C -3.46 -0.60 2.76 0.000
C 0.21 -3.21 -1.88 0.000
C 0.12 -1.02 -3.72 0.000
C 1.16 0.07 -6.05 0.000
C -3.33 -5.76 1.71 0.000
C -3.32 -1.73 -1.74 0.000
C 0.51 -2.08 5.00 0.000
C -2.52 -3.82 0.55 0.000
C -0.82 4.25 -0.89 0.001
C -0.64 -0.13 -4.48 0.000
C -2.16 3.08 1.03 0.000
C -3.03 2.07 0.30 0.000
C -2.41 2.52 -2.01 0.000
C 1.41 -1.35 -4.13 0.000
C -0.60 -1.60 4.32 0.000
H -0.72 1.09 -6.24 0.000
H 0.87 2.84 -2.25 0.000
H 0.60 -1.90 6.06 0.000
H 2.91 -1.07 -5.61 0.000
H -2.37 0.81 3.96 0.000
H -3.27 -3.07 3.75 0.000
H -0.21 3.10 1.66 0.000
H 1.56 0.51 -6.95 0.000
H -3.24 1.23 0.97 -0.001
H -1.79 -2.82 -4.55 0.000
H 1.84 -6.65 -1.20 0.000
H -2.73 3.40 1.92 0.000
H -4.39 1.88 4.86 0.000
H 2.19 -3.52 2.43 0.000
H 0.13 3.96 -0.45 0.000
H -5.94 -2.85 -3.55 0.000
H -1.64 0.13 -4.16 0.000
H -0.11 1.85 -3.10 0.000
H -2.16 -3.39 -0.37 0.000
H -1.37 -1.07 4.85 0.000
H -2.74 -5.75 -0.35 0.000
H -4.83 -1.80 1.63 0.000
H -2.52 1.97 -2.95 0.000
H -1.09 1.88 2.28 0.000
H -3.88 -5.44 3.76 0.000
H 1.43 -5.09 0.68 0.000
H -4.11 -3.37 -5.12 0.000
H -1.51 5.12 0.91 0.000
H -3.28 3.18 -1.91 0.000
H -3.10 -1.28 -0.78 0.000
H 3.48 0.45 2.10 0.000
H -5.42 -1.81 -1.36 0.000
H -2.81 4.72 -0.20 0.000
H -6.84 -0.72 2.53 0.000
H -6.63 1.13 4.15 0.000
H 2.36 -3.15 4.87 0.000
H -3.99 2.55 0.04 0.000
H -0.69 5.27 -1.27 0.000
H -1.18 3.96 -2.99 0.000
H 1.19 -6.02 -3.49 0.000
H 2.02 -2.00 -3.53 0.000
H -3.58 -6.81 1.72 0.000
H -2.92 0.75 -1.21 0.000
H 0.16 -3.83 -3.94 0.000
```

Kohn-Sham gap (alpha / beta), eV: 6.3266 / 6.3267
Spin multiplicity: 2
Charge: +1
E_tot, eV: -147794.521
ΔE to the lowest compared entry with this formula, charge and spin, eV: 0.000
HOMO level (alpha / beta), eV: -9.0 / -9.0

Record 2
C18H15BrF3NO8 | wB97M-V/def2-TZVPD

```
46
Properties=species:S:1:pos:R:3:mulliken_charge:R:1
Br -3.09 -1.53 -4.12 -0.154
F -4.32 -0.46 2.67 -0.263
F -4.56 -1.18 0.65 -0.268
F -3.89 -2.53 2.20 -0.259
O -2.50 -1.03 1.51 -0.383
O 1.59 6.16 1.82 -0.535
O 2.44 -2.72 -1.70 -0.363
O 0.23 4.99 3.12 -0.455
O -2.49 0.76 -2.74 -0.444
O -0.29 1.84 3.03 -0.517
O 2.51 -4.67 -0.58 -0.529
O 3.50 1.79 1.05 -0.524
N 1.46 2.73 1.76 0.080
C 2.61 -2.67 0.72 -0.728
C -2.23 0.30 1.03 -1.415
C 0.81 -1.32 -2.74 -1.493
C -3.79 -1.29 1.76 0.905
C 2.52 -3.47 -0.55 0.688
C 0.31 1.87 2.00 -0.228
C -0.91 0.27 0.30 0.313
C 0.55 -0.48 -1.51 1.268
C 1.07 3.96 1.06 -0.256
C -1.86 -1.21 -1.50 -1.233
C 1.00 5.15 2.02 0.305
C 1.16 -2.75 -2.34 -0.459
C 0.17 0.99 0.79 0.368
C -0.71 -0.46 -0.88 0.819
C 1.61 0.24 -0.98 -0.914
C 2.32 1.85 0.95 -0.424
C -2.42 -0.42 -2.67 0.577
C 1.40 0.98 0.16 0.590
H -0.05 -1.32 -3.42 0.302
H 1.19 -3.42 -3.20 0.360
H -1.57 -2.20 -1.85 0.485
H 2.59 0.22 -1.45 0.520
H 2.90 -3.34 1.52 0.378
H 1.63 -2.24 0.97 0.052
H -2.70 -1.32 -0.82 0.243
H 3.34 -1.87 0.64 0.325
H 1.78 4.22 0.28 0.464
H 0.42 -3.12 -1.63 0.382
H 1.67 -0.89 -3.25 0.513
H 0.09 3.84 0.58 0.407
H -0.30 4.18 3.08 0.372
H -3.04 0.65 0.38 0.463
H -2.14 0.95 1.90 0.664
```

Kohn-Sham gap, eV: 9.3182
Spin multiplicity: 1
E_tot, eV: -114975.104
HOMO level, eV: -10.4
SMILES: CC(=O)OCCc1cc2c(c(COC(F)(F)F)c1CC(=O)Br)C(=O)N(CC(=O)O)C2=O

Record 3
C36H66BrCl2N12 | wB97M-V/def2-TZVPD

```
117
Properties=species:S:1:pos:R:3:mulliken_charge:R:1
Br 0.64 -0.49 4.32 -0.664
Cl -1.18 -2.88 -4.11 -0.645
Cl 3.60 4.53 -0.98 -0.759
N -0.50 0.13 -0.29 0.546
N 2.17 -4.21 3.91 0.315
N -5.13 -1.36 5.20 0.127
N -4.62 -1.48 -2.10 0.197
N 3.11 -1.66 -2.85 0.309
N 1.76 -4.96 5.90 0.095
N 3.54 8.56 -3.22 0.132
N -3.67 -0.10 -3.44 0.192
N -1.01 -1.77 0.61 0.605
N 2.75 6.90 -4.34 0.193
N 4.20 0.18 -3.12 0.149
N -4.00 0.43 4.79 0.179
C 3.71 7.29 -3.52 0.002
C -3.93 -1.75 4.67 -0.817
C 2.59 5.54 -4.80 -0.690
C -4.63 -0.26 -1.48 -0.570
C 1.65 -4.94 7.35 -0.777
C 4.25 9.34 -2.20 -0.869
C 2.38 -0.87 -3.70 -0.562
C -3.73 1.87 4.66 -0.283
C 2.58 -3.29 2.88 -0.003
C -0.64 -0.78 -1.32 -0.725
C 3.04 0.28 -3.87 -0.659
C 2.21 -3.93 5.20 -0.141
C 3.40 -4.05 -3.36 -1.252
C 2.49 9.04 -3.98 -0.436
C -0.71 -0.51 0.85 -0.226
C -4.94 -2.97 -0.10 -0.955
C 3.72 -3.77 1.97 -1.331
C 2.76 -3.02 -2.44 0.050
C -4.01 0.60 -2.32 -0.612
C -1.34 -2.76 1.63 -0.788
C 1.33 -5.93 5.01 -0.464
C -5.16 -0.04 5.27 -0.240
C 5.17 1.26 -2.89 -0.769
C -2.26 2.15 4.41 -1.179
C -6.22 -2.27 5.58 -0.822
C 1.38 4.81 -4.25 -0.904
C 4.21 -1.00 -2.53 -0.104
C 2.00 8.01 -4.69 -0.394
C -3.01 0.36 -4.66 -0.820
C -0.25 1.57 -0.46 -0.337
C -3.20 -0.62 4.48 0.030
C 1.61 -5.47 3.77 -0.398
C -5.17 -2.75 -1.58 -0.366
C 1.02 1.81 -1.25 -0.527
C -0.96 -1.96 -0.76 -0.894
C -4.03 -1.35 -3.28 -0.285
H 3.49 9.97 -1.74 0.353
H -2.69 1.38 -4.45 0.328
H 1.39 -1.20 -4.00 0.537
H 1.79 -2.92 2.23 -0.142
H -6.47 -2.18 6.64 0.343
H -1.61 1.55 5.03 0.390
H -3.67 -2.79 4.57 0.531
H 3.74 -4.91 -2.78 0.373
H -4.13 -3.69 0.07 0.244
H 1.68 -3.11 -2.31 0.052
H 0.93 -6.86 5.37 0.454
H 6.10 0.83 -2.55 0.326
H -2.39 -2.64 1.90 0.008
H -5.14 -0.14 -0.54 0.597
H 0.77 2.29 -2.20 0.179
H -2.12 -0.24 -4.88 0.282
H 3.50 4.96 -4.65 0.395
H 4.62 8.68 -1.42 0.374
H -2.04 3.20 4.63 0.409
H 4.42 -4.33 2.60 0.420
H 1.69 2.56 -0.81 0.208
H -4.04 -2.17 -3.99 0.441
H -0.67 -2.67 2.48 0.256
H 1.63 0.93 -1.45 0.021
H 2.19 10.07 -3.89 0.453
H -2.17 -0.55 4.15 0.261
H 4.96 -1.18 -1.77 0.440
H -5.97 -3.27 5.26 0.278
H -0.56 -0.52 -2.36 0.658
H 1.41 -5.92 7.73 0.312
H -0.63 -0.01 1.82 0.146
H -1.31 -3.72 1.11 0.382
H 4.34 -2.97 1.57 0.363
H -5.97 0.65 5.46 0.434
H 4.75 2.03 -2.23 0.305
H -4.61 -2.04 0.37 0.185
H 1.32 5.00 -3.17 0.326
H -6.25 -2.67 -1.74 0.296
H 5.00 9.97 -2.68 0.310
H -3.70 0.35 -5.50 0.343
H 1.36 3.76 -4.49 0.235
H 3.12 -3.11 -1.41 0.152
H 1.14 7.89 -5.33 0.424
H 2.89 1.11 -4.54 0.524
H 3.38 -4.44 1.18 0.333
H 0.86 -4.28 7.70 0.339
H 2.61 -3.01 5.61 0.415
H 4.26 6.54 -2.97 0.287
H -1.02 -2.94 -1.22 0.592
H -4.31 2.23 3.81 0.300
H -4.75 -3.52 -2.22 0.385
H 2.89 -2.40 3.43 0.333
H -0.22 2.01 0.54 0.310
H 2.56 -4.55 7.79 0.331
H 2.69 -4.48 -4.06 0.367
H 2.54 5.57 -5.90 0.346
H -7.13 -1.94 5.08 0.373
H -2.02 2.09 3.35 0.157
H -4.06 2.37 5.57 0.407
H 5.38 1.74 -3.85 0.305
H 4.25 -3.64 -3.89 0.348
H -1.07 2.02 -1.01 0.176
H -3.87 1.66 -2.23 0.560
H 1.37 -5.83 2.78 0.472
H -5.79 -3.34 0.45 0.442
H 0.47 5.32 -4.59 0.362
```

Kohn-Sham gap, eV: 6.6928
Spin multiplicity: 1
Charge: +3
E_tot, eV: -151350.427
HOMO level, eV: -12.6

Record 4
C34H26Cl2N4O5S4Zr | wB97M-V/def2-TZVPD

```
76
Properties=species:S:1:pos:R:3:mulliken_charge:R:1
Zr 0.01 2.28 -0.33 0.185
Cl 1.83 1.12 -5.70 -0.225
Cl 6.17 -0.27 -3.36 -0.190
S 1.45 2.99 1.60 -0.519
S -0.24 4.76 3.30 -0.168
S -1.32 6.32 1.06 -0.142
S 0.00 4.69 -1.06 -0.386
O -4.37 -0.02 2.37 -0.445
O 0.94 -2.62 -1.61 -0.305
O -1.91 6.78 3.59 -0.575
O 0.00 1.63 -2.27 -0.986
O 0.13 -3.75 2.73 -0.323
N -0.05 0.05 0.21 0.548
N -2.10 -0.23 1.29 0.115
N 2.37 2.38 -1.46 0.536
N -0.76 -2.05 0.91 0.326
C -1.31 6.09 2.82 0.638
C 3.37 1.61 -3.53 0.284
C -3.96 1.12 1.73 0.854
C -2.13 2.12 0.45 1.390
C 3.48 -0.75 -0.37 -0.471
C -5.62 0.01 3.05 -1.025
C -2.95 3.27 0.35 -0.627
C -2.69 1.05 1.13 -0.832
C 1.01 -1.26 -1.64 0.672
C 1.05 0.91 -2.62 -0.043
C 4.54 3.11 -2.05 -1.070
C -1.66 -3.01 1.43 -0.322
C 2.28 -0.38 0.31 -0.816
C -2.97 -3.11 0.99 0.123
C 1.10 -0.60 -0.30 0.113
C 4.46 -1.01 -1.10 -0.270
C -0.22 5.02 0.65 0.113
C 3.28 0.80 -4.75 0.089
C 3.46 3.09 -1.18 -0.551
C -3.82 -4.07 1.53 -0.992
C -0.96 -0.72 0.78 0.024
C 4.14 -0.14 -5.22 -0.372
C 2.33 1.68 -2.60 0.281
C 4.49 2.38 -3.22 0.048
C 5.34 -0.72 -4.81 -0.775
C 0.30 4.32 1.69 0.220
C -4.20 3.35 0.93 -1.400
C 0.94 -3.21 -2.91 -0.864
C -2.03 -4.87 2.92 -0.507
C -1.18 -3.90 2.40 0.642
C -4.71 2.27 1.65 -0.356
C 1.05 -0.43 -2.66 -0.335
C 0.67 -4.65 3.68 -0.993
C -3.35 -4.94 2.49 -0.753
H 5.46 -0.72 -2.21 0.326
H -1.67 -5.56 3.67 0.419
H 2.35 0.18 1.24 0.744
H 1.85 -2.92 -3.45 0.303
H 0.16 -4.57 4.64 0.381
H 0.91 -4.28 -2.76 0.281
H 3.81 -0.60 -6.15 0.311
H -3.32 -2.45 0.21 0.526
H 5.40 3.73 -1.81 0.439
H 3.45 3.64 -0.25 0.452
H -5.62 0.78 3.82 0.388
H -5.69 2.34 2.11 0.414
H 5.73 -1.64 -5.21 0.408
H -6.44 0.19 2.35 0.382
H -4.78 4.26 0.84 0.417
H 0.08 -2.87 -3.49 0.334
H 5.31 2.43 -3.93 0.650
H 4.65 -0.50 0.05 0.191
H 0.19 -2.38 0.76 0.363
H -4.84 -4.13 1.18 0.429
H 0.61 -5.68 3.32 0.403
H 1.72 -4.37 3.79 0.237
H -2.60 4.12 -0.21 0.705
H -2.67 -0.87 1.81 0.261
H -5.74 -0.97 3.50 0.273
H -4.00 -5.69 2.91 0.400
```

Kohn-Sham gap, eV: 5.8598
Spin multiplicity: 1
E_tot, eV: -121537.988
ΔE to the lowest compared entry with this formula, charge and spin, eV: 10.896
HOMO level, eV: -6.4

Record 5
C2H2NOS2 | wB97M-V/def2-TZVPD

```
8
Properties=species:S:1:pos:R:3:mulliken_charge:R:1
S -0.22 -0.92 2.04 -0.128
S -2.08 -1.27 2.96 -0.531
O 0.81 1.27 -2.58 -0.460
N 0.95 0.44 -1.62 -0.120
C 0.25 -0.45 0.36 -0.334
C -0.15 0.35 -0.73 -0.070
H -0.82 1.22 -0.57 0.306
H 1.26 -0.66 0.14 0.336
```

Kohn-Sham gap (alpha / beta), eV: 6.5816 / 6.5828
Spin multiplicity: 1
Charge: -1
E_tot, eV: -27312.314
ΔE to the lowest compared entry with this formula, charge and spin, eV: 3.857
HOMO level (alpha / beta), eV: -3.5 / -3.5
SMILES: O=N/C=C/S[S-]

Record 6
C5H10O | wB97M-V/def2-TZVPD

```
16
Properties=species:S:1:pos:R:3:mulliken_charge:R:1
O 0.19 0.24 1.89 -0.566
C -0.71 0.90 -0.24 0.081
C 1.15 -1.14 0.11 -1.258
C -1.01 0.36 1.14 -0.621
C 0.66 0.39 -0.68 -0.135
C -0.55 0.10 -1.51 -0.872
H 1.33 1.19 -1.08 0.325
H 2.21 -1.17 0.42 0.325
H -0.81 -0.95 -1.53 0.238
H 0.88 0.52 1.26 0.411
H -1.54 -0.60 1.08 0.267
H -1.05 1.93 -0.41 0.338
H 0.65 -1.64 0.99 0.337
H -0.75 0.62 -2.45 0.284
H 0.95 -1.81 -0.71 0.481
H -1.60 1.06 1.72 0.364
```

Kohn-Sham gap, eV: 10.7063
Spin multiplicity: 1
E_tot, eV: -7391.477
ΔE to the lowest compared entry with this formula, charge and spin, eV: 3.289
HOMO level, eV: -9.6
SMILES: C[C@H]1C[C@H]1CO

Among the records above, which one has the highest E_tot?
C5H10O